Entry 1:
Here is one molecule with the formula C4H7N3O3 from OMol25. Energies are from ωB97M-V/def2-TZVPD.

Summary:
2S+1 = 1
F_max = 2.99 eV/A
Frontier orbital gap = 9.9 eV
SMILES = CNC(=O)N(N=O)C(C)=O
Net charge = 0
E = -546.528373 hartree
Relative energy (zero: lowest compared OMol25 entry of this formula, charge and spin) = 3.115 eV

Structure (XYZ):
```
17
Properties=species:S:1:pos:R:3:nbo_charge:R:1
C 1.692 0.516 -0.046 0.69
C -0.698 -0.012 0.580 0.81
C 3.095 0.013 -0.418 -0.72
C -2.581 1.191 -0.418 -0.44
N 1.351 -1.641 0.610 0.27
N -1.288 0.558 -0.527 -0.62
N 0.785 -0.451 0.358 -0.38
O 1.354 1.638 -0.153 -0.56
O -1.149 -0.164 1.648 -0.53
O 0.562 -2.525 0.868 -0.32
H 3.487 0.635 -1.178 0.23
H 3.095 -0.977 -0.874 0.24
H 3.889 -0.040 0.474 0.26
H -2.655 1.962 0.396 0.21
H -3.016 1.666 -1.360 0.23
H -3.390 0.447 -0.275 0.22
H -0.580 0.854 -1.182 0.41
```

=====

Entry 2:
Here is one molecule with the formula C4H7N3O4 from OMol25. Energies are from ωB97M-V/def2-TZVPD.

Summary:
2S+1 = 1
F_max = 4.66 eV/A
Frontier orbital gap = 9.7 eV
SMILES = N[C@@]12NC(=O)N(O)C[C@]1(O)O2
Net charge = 0
E = -621.767159 hartree
Relative energy (zero: lowest compared OMol25 entry of this formula, charge and spin) = 3.698 eV

Structure (XYZ):
```
18
Properties=species:S:1:pos:R:3:nbo_charge:R:1
C 1.561 -0.657 -0.030 0.75
C -0.905 0.666 0.133 0.44
C 0.442 1.539 0.296 -0.24
C -0.929 -0.790 0.090 0.48
N 0.360 -1.332 0.063 -0.65
N 1.495 0.661 -0.019 -0.16
N -1.980 -1.595 -0.393 -0.88
O -1.228 -0.038 1.285 -0.50
O 2.622 -1.280 -0.210 -0.67
O -1.794 1.547 -0.458 -0.70
O 2.679 1.333 -0.276 -0.53
H 0.343 2.534 -0.239 0.25
H 0.565 1.841 1.475 0.19
H 0.415 -2.360 0.188 0.42
H -1.714 -2.179 -1.247 0.41
H -2.764 -1.759 0.144 0.41
H -2.558 1.096 -0.899 0.49
H 3.389 0.774 0.098 0.49
```

=====

Entry 3:
Here is a 2-piece molecular cluster, C4H7N3S overall from OMol25. Energies are from ωB97M-V/def2-TZVPD.

Summary:
2S+1 = 1
F_max = 3.64 eV/A
Frontier orbital gap = 8.4 eV
Net charge = 0
E = -718.928887 hartree
Relative energy (zero: lowest compared OMol25 entry of this formula, charge and spin) = 4.727 eV

Structure (XYZ):
```
15
Properties=species:S:1:pos:R:3:nbo_charge:R:1
C -1.978 -0.811 -0.274 0.67
C 1.046 0.032 0.216 -0.10
C 0.674 -2.298 -0.451 -0.14
C 1.169 2.704 0.773 -0.72
N -2.078 -0.286 -1.387 -0.79
N 1.075 -1.128 -0.282 -0.34
N -1.632 -1.176 0.812 -0.74
S 1.724 1.433 -0.441 0.27
H -0.173 -2.515 -1.087 0.18
H -2.139 -0.611 -2.399 0.43
H 1.359 -3.045 -0.117 0.18
H 0.190 2.272 0.943 0.23
H 1.092 3.638 0.213 0.22
H 1.651 2.839 1.703 0.22
H -1.979 -1.047 1.778 0.43
```

=====

Entry 4:
Here is one molecule with the formula C4H7N3S from OMol25. Energies are from ωB97M-V/def2-TZVPD.

Summary:
2S+1 = 1
F_max = 2.74 eV/A
Frontier orbital gap = 8.5 eV
SMILES = [H]/N=C/N=C\NCC=S
Net charge = 0
E = -719.007956 hartree
Relative energy (zero: lowest compared OMol25 entry of this formula, charge and spin) = 2.575 eV

Structure (XYZ):
```
15
Properties=species:S:1:pos:R:3:nbo_charge:R:1
C -1.807 -0.245 -1.338 0.26
C 0.325 0.943 -1.369 0.34
C 0.505 -0.225 0.854 -0.30
C 1.325 0.079 2.091 -0.30
H -2.302 -2.000 -0.841 0.33
H -2.801 0.131 -1.312 0.16
H 0.911 1.562 -2.050 0.18
H 2.033 0.911 -0.152 0.41
H 0.423 -1.319 0.745 0.24
H -0.482 0.173 1.078 0.23
H 1.555 1.162 2.190 0.19
N -1.506 -1.485 -1.131 -0.70
N -0.873 0.677 -1.781 -0.56
N 1.034 0.523 -0.285 -0.60
S 1.660 -0.888 3.301 0.12
```

=====

Entry 5:
Here is a 3-piece molecular cluster, C4H7N4O2S overall from OMol25. Energies are from ωB97M-V/def2-TZVPD.

Summary:
2S+1 = 1
F_max = 4.08 eV/A
Frontier orbital gap (spin up / spin down) = 5.8 / 4.0 eV
Net charge = +1
E = -923.824294 hartree
Relative energy (zero: lowest compared OMol25 entry of this formula, charge and spin) = 5.864 eV

Structure (XYZ):
```
18
Properties=species:S:1:pos:R:3:nbo_charge:R:1
C -0.812 -1.517 -1.666 0.95
C 0.823 2.066 -0.002 0.86
C -4.192 0.184 0.300 -0.48
C 3.469 0.496 0.551 -0.80
N -1.744 -0.946 -1.116 -0.42
N 1.258 3.114 0.280 -0.72
N -2.794 0.325 0.499 0.11
N -1.878 -0.084 -0.107 0.31
O -0.107 -2.083 -2.372 -0.30
O 0.587 0.931 -0.103 -0.59
S 2.543 -0.749 -0.419 0.08
H -4.532 -0.151 1.205 0.27
H -4.643 1.214 0.213 0.28
H -4.267 -0.375 -0.699 0.25
H 3.488 0.126 1.547 0.22
H 3.095 1.565 0.490 0.23
H 4.537 0.598 0.271 0.25
H 1.374 4.122 0.248 0.47
```

=====

Entry 6:
Here is an isolated ion of composition C4H7N6O5 and charge +1 from OMol25. Energies are from ωB97M-V/def2-TZVPD.

Summary:
2S+1 = 1
F_max = 6.38 eV/A
Frontier orbital gap = 7.9 eV
SMILES = N[C@@]1([N+](=O)[O-])NC([N+](=O)[O-])=CN(O)C1=[NH2+]
Net charge = +1
E = -860.793723 hartree
Relative energy (zero: lowest compared OMol25 entry of this formula, charge and spin) = 2.169 eV

Structure (XYZ):
```
22
Properties=species:S:1:pos:R:3:nbo_charge:R:1
C 0.702 -0.723 -1.977 -0.16
C -0.342 -1.586 -1.695 0.25
C 0.507 0.268 0.094 0.46
C -0.526 -0.815 0.605 0.30
N -0.768 -1.787 -0.456 -0.57
N 1.135 0.162 -1.046 -0.06
N -1.520 -0.256 1.401 -0.86
N -0.823 -2.353 -2.771 0.52
N 0.447 -1.643 1.595 0.55
N 0.726 1.181 1.004 -0.67
O -0.172 -2.332 -3.771 -0.33
O -1.837 -2.982 -2.576 -0.34
O 0.897 -1.041 2.471 -0.32
O 0.561 -2.716 1.139 -0.31
O 2.125 1.201 -1.418 -0.48
H 1.039 -0.832 -3.095 0.31
H -1.535 -2.461 -0.402 0.46
H -2.138 0.484 1.026 0.42
H -1.989 -0.770 2.111 0.42
H 0.193 1.189 1.758 0.43
H 1.453 1.896 0.875 0.44
H 2.359 0.954 -2.404 0.52
```

=====

Entry 7:
Here is one molecule with the formula C4H7NO from OMol25. Energies are from ωB97M-V/def2-TZVPD.

Summary:
2S+1 = 1
F_max = 0.44 eV/A
Frontier orbital gap = 10.6 eV
SMILES = C[C@H]1CN=CO1
Net charge = 0
E = -286.594068 hartree
Relative energy (zero: lowest compared OMol25 entry of this formula, charge and spin) = 1.023 eV

Structure (XYZ):
```
13
Properties=species:S:1:pos:R:3:nbo_charge:R:1
C 0.081 -1.121 1.109 -0.63
C -0.499 -0.432 -0.122 0.07
C -0.658 1.102 -0.064 -0.28
N 0.577 1.622 -0.662 -0.47
C 1.078 0.631 -1.270 0.37
O 0.470 -0.579 -1.195 -0.50
H 0.020 -2.209 1.003 0.22
H 1.137 -0.857 1.222 0.22
H -0.448 -0.836 2.024 0.21
H -1.423 -0.923 -0.439 0.19
H -1.501 1.426 -0.689 0.20
H -0.813 1.510 0.939 0.21
H 1.985 0.658 -1.866 0.19
```

=====

Entry 8:
Here is one molecule with the formula C4H7NO from OMol25. Energies are from ωB97M-V/def2-TZVPD.

Summary:
2S+1 = 1
F_max = 4.98 eV/A
Frontier orbital gap = 10.2 eV
SMILES = C[C@H]1[C@@H]2CON12
Net charge = 0
E = -286.406329 hartree
Relative energy (zero: lowest compared OMol25 entry of this formula, charge and spin) = 6.131 eV

Structure (XYZ):
```
13
Properties=species:S:1:pos:R:3:nbo_charge:R:1
C 0.710 0.817 2.079 -0.08
C -0.348 0.220 0.719 -0.14
C 0.436 0.675 -0.457 -0.13
C -0.242 0.339 -1.804 -0.61
N 0.980 -0.399 0.312 -0.12
O 1.737 0.009 1.434 -0.40
H 0.994 1.873 1.916 0.18
H 0.402 0.466 3.052 0.19
H -1.404 -0.221 0.953 0.24
H 1.042 1.607 -0.659 0.22
H -1.261 0.334 -1.630 0.21
H -0.131 -0.749 -2.153 0.23
H 0.144 1.020 -2.541 0.22
```

=====

Entry 9:
Here is a 2-piece molecular cluster, C4H7NO overall from OMol25. Energies are from ωB97M-V/def2-TZVPD.

Summary:
2S+1 = 1
F_max = 2.37 eV/A
Frontier orbital gap = 8.6 eV
Net charge = 0
E = -286.359458 hartree
Relative energy (zero: lowest compared OMol25 entry of this formula, charge and spin) = 7.407 eV

Structure (XYZ):
```
13
Properties=species:S:1:pos:R:3:nbo_charge:R:1
C -0.703 -1.231 -0.044 0.11
C -1.658 -0.356 -0.015 -0.53
C -1.921 1.117 0.287 -0.64
C 2.395 -0.664 0.137 -0.51
N 1.157 -0.017 -0.426 0.18
O 1.324 0.396 -1.547 -0.27
H -2.548 -0.986 -0.132 0.27
H -2.697 1.004 1.146 0.24
H -0.864 1.463 0.535 0.24
H -2.327 1.647 -0.637 0.23
H 3.178 -0.016 -0.240 0.21
H 2.309 -0.641 1.198 0.21
H 2.355 -1.716 -0.260 0.25
```

=====

Entry 10:
Here is one molecule with the formula C4H7NO from OMol25. Energies are from ωB97M-V/def2-TZVPD.

Summary:
2S+1 = 1
F_max = 1.15 eV/A
Frontier orbital gap = 11.4 eV
SMILES = CCOCC#N
Net charge = 0
E = -286.571682 hartree
Relative energy (zero: lowest compared OMol25 entry of this formula, charge and spin) = 1.632 eV

Structure (XYZ):
```
13
Properties=species:S:1:pos:R:3:nbo_charge:R:1
C 1.587 -0.148 0.496 -0.64
C 0.726 0.448 -0.606 -0.07
O -0.247 -0.509 -1.031 -0.52
C -1.546 -0.360 -0.538 -0.16
C -1.627 0.012 0.895 0.24
N -1.694 0.342 2.001 -0.31
H 1.926 -1.146 0.198 0.22
H 2.469 0.473 0.686 0.21
H 1.017 -0.237 1.429 0.22
H 1.323 0.691 -1.493 0.19
H 0.236 1.373 -0.269 0.18
H -2.042 -1.327 -0.671 0.23
H -2.127 0.389 -1.098 0.21
```

=====

Entry 11:
Here is one molecule with the formula C4H7NO from OMol25. Energies are from ωB97M-V/def2-TZVPD.

Summary:
2S+1 = 1
F_max = 0.77 eV/A
Frontier orbital gap (spin up / spin down) = 7.6 / 8.0 eV
Net charge = 0
E = -286.487072 hartree
Relative energy (zero: lowest compared OMol25 entry of this formula, charge and spin) = 3.934 eV

Structure (XYZ):
```
13
Properties=species:S:1:pos:R:3:nbo_charge:R:1
C 1.757 0.308 -0.100 -0.41
N 0.302 0.174 -0.310 -0.33
C -0.497 1.274 -0.377 -0.26
C -0.303 -0.866 0.271 -0.08
C -1.708 -1.186 0.108 0.30
O -2.217 -2.095 0.746 -0.55
H 2.176 1.134 -0.676 0.22
H 2.305 -0.622 -0.273 0.21
H 1.829 0.565 0.963 0.20
H -1.003 1.510 0.549 0.18
H -0.585 1.886 -1.267 0.19
H 0.266 -1.492 0.950 0.20
H -2.311 -0.580 -0.604 0.13
```

=====

Entry 12:
Here is one molecule with the formula C4H7NO from OMol25. Energies are from ωB97M-V/def2-TZVPD.

Summary:
2S+1 = 1
F_max = 1.54 eV/A
Frontier orbital gap = 10.2 eV
SMILES = ON=C1CCC1
Net charge = 0
E = -286.460514 hartree
Relative energy (zero: lowest compared OMol25 entry of this formula, charge and spin) = 4.657 eV

Structure (XYZ):
```
13
Properties=species:S:1:pos:R:3:nbo_charge:R:1
O 2.310 -0.873 0.398 -0.58
N 1.593 0.325 0.351 -0.17
C 0.547 0.259 -0.373 0.18
C -0.255 -0.903 -0.813 -0.43
C -1.290 -0.035 0.518 -0.34
C -0.581 1.182 -0.084 -0.45
H 3.031 -0.638 0.997 0.48
H -0.789 -0.769 -1.763 0.22
H 0.350 -1.835 -0.889 0.24
H -2.381 0.162 0.664 0.22
H -0.888 -0.405 1.468 0.21
H -1.150 1.428 -0.988 0.20
H -0.335 2.074 0.488 0.23
```

=====

Entry 13:
Here is one molecule with the formula C4H7NO from OMol25. Energies are from ωB97M-V/def2-TZVPD.

Summary:
2S+1 = 1
F_max = 0.27 eV/A
Frontier orbital gap = 7.8 eV
Net charge = 0
E = -286.481162 hartree
Relative energy (zero: lowest compared OMol25 entry of this formula, charge and spin) = 4.095 eV

Structure (XYZ):
```
13
Properties=species:S:1:pos:R:3:nbo_charge:R:1
C 2.107 1.032 0.662 -0.34
N 1.013 0.405 0.262 -0.36
C -0.160 0.847 -0.200 -0.22
C -1.310 -0.070 -0.241 0.02
C -1.291 -1.488 -0.634 -0.12
O -1.355 -1.126 0.739 -0.51
H 2.098 2.112 0.708 0.19
H 2.959 0.446 0.967 0.19
H 1.051 -0.609 0.346 0.41
H -0.299 1.920 -0.243 0.19
H -2.261 0.449 -0.377 0.19
H -2.194 -1.958 -1.030 0.18
H -0.359 -1.959 -0.957 0.17
```

=====

Entry 14:
Here is one molecule with the formula C4H7NO from OMol25. Energies are from ωB97M-V/def2-TZVPD.

Summary:
2S+1 = 1
F_max = 1.15 eV/A
Frontier orbital gap (spin up / spin down) = 8.1 / 8.0 eV
Net charge = 0
E = -286.496904 hartree
Relative energy (zero: lowest compared OMol25 entry of this formula, charge and spin) = 3.667 eV

Structure (XYZ):
```
13
Properties=species:S:1:pos:R:3:nbo_charge:R:1
C 1.571 -0.404 0.838 -0.68
C 0.399 0.479 0.578 -0.02
C -0.712 0.984 -1.322 -0.21
N -0.586 0.116 -0.308 -0.46
C -1.527 -0.909 -0.027 0.55
O -2.492 -1.118 -0.710 -0.53
H 1.274 -1.456 0.939 0.22
H 2.096 -0.096 1.747 0.23
H 2.299 -0.366 0.009 0.22
H 0.454 1.543 0.777 0.19
H -1.687 1.326 -1.644 0.19
H 0.195 1.331 -1.793 0.18
H -1.285 -1.430 0.915 0.13
```

=====

Entry 15:
Here is C4H7NO as an isolated structure from OMol25. Energies are from ωB97M-V/def2-TZVPD.

Summary:
2S+1 = 1
F_max = 8.07 eV/A
Frontier orbital gap = 9.6 eV
Net charge = 0
E = -286.497263 hartree
Relative energy (zero: lowest compared OMol25 entry of this formula, charge and spin) = 3.657 eV

Structure (XYZ):
```
13
Properties=species:S:1:pos:R:3:nbo_charge:R:1
C -0.950 -2.045 -0.102 -0.66
C -0.016 -0.956 -0.359 -0.09
C -0.274 0.408 -0.078 -0.35
C 0.776 1.306 -0.320 0.58
H -0.496 -2.786 0.981 0.21
H -2.043 -1.643 0.273 0.21
H -1.185 -2.841 -0.896 0.25
H 1.088 -1.426 -0.729 0.23
H -1.258 0.539 0.422 0.23
H 0.376 2.622 1.344 0.40
H 1.638 3.170 0.375 0.41
N 0.843 2.326 0.494 -0.79
O 1.501 1.326 -1.405 -0.65
```

=====

Entry 16:
Here is one molecule with the formula C4H7NO from OMol25. Energies are from ωB97M-V/def2-TZVPD.

Summary:
2S+1 = 1
F_max = 0.82 eV/A
Frontier orbital gap (spin up / spin down) = 7.2 / 7.5 eV
Net charge = 0
E = -286.498569 hartree
Relative energy (zero: lowest compared OMol25 entry of this formula, charge and spin) = 3.621 eV

Structure (XYZ):
```
13
Properties=species:S:1:pos:R:3:nbo_charge:R:1
C 1.602 0.416 0.114 -0.39
N 0.230 0.103 -0.401 -0.22
C -0.349 1.237 -0.699 -0.18
C -0.344 -1.105 -0.081 -0.29
C -1.656 -1.189 0.479 0.33
O -2.178 -2.209 0.911 -0.58
H 2.093 1.203 -0.470 0.21
H 2.208 -0.478 0.159 0.22
H 1.433 0.811 1.124 0.22
H -1.396 1.393 -0.520 0.20
H 0.289 2.036 -1.043 0.19
H 0.261 -2.003 -0.151 0.21
H -2.194 -0.216 0.577 0.09
```

=====

Entry 17:
Here is one molecule with the formula C4H7NO from OMol25. Energies are from ωB97M-V/def2-TZVPD.

Summary:
2S+1 = 1
F_max = 0.29 eV/A
Frontier orbital gap = 7.6 eV
SMILES = [O-]/C=C/[NH+]1CC1
Net charge = 0
E = -286.486442 hartree
Relative energy (zero: lowest compared OMol25 entry of this formula, charge and spin) = 3.951 eV

Structure (XYZ):
```
13
Properties=species:S:1:pos:R:3:nbo_charge:R:1
O 0.400 -2.938 1.315 -0.66
C 0.484 -1.853 0.737 0.31
C -0.549 -1.014 0.296 -0.46
N -0.161 0.077 -0.586 -0.33
C 0.679 1.173 -0.047 -0.23
C -0.740 1.419 -0.356 -0.23
H 1.506 -1.409 0.547 0.06
H -1.591 -1.295 0.205 0.20
H 0.018 -0.136 -1.571 0.40
H 1.429 1.571 -0.722 0.22
H 0.975 0.997 0.980 0.25
H -1.466 1.417 0.447 0.25
H -0.986 1.990 -1.245 0.22
```

=====

Entry 18:
Here is a 2-piece molecular cluster, C4H7NO overall from OMol25. Energies are from ωB97M-V/def2-TZVPD.

Summary:
2S+1 = 1
F_max = 2.39 eV/A
Frontier orbital gap (spin up / spin down) = 8.7 / 9.2 eV
Net charge = 0
E = -286.323949 hartree
Relative energy (zero: lowest compared OMol25 entry of this formula, charge and spin) = 8.373 eV

Structure (XYZ):
```
13
Properties=species:S:1:pos:R:3:nbo_charge:R:1
C 0.249 -1.993 1.107 -0.18
C 0.807 -1.403 0.113 -0.18
C 1.753 -1.906 1.169 -0.44
C -0.883 1.887 -1.868 -0.06
N -2.086 2.093 0.059 -0.39
O -1.070 2.329 -0.682 -0.19
H -0.531 -2.121 1.828 0.23
H 2.251 -1.303 1.934 0.18
H 2.305 -2.784 0.954 0.17
H 0.054 2.319 -2.216 0.17
H -1.574 1.367 -2.471 0.18
H 0.587 -1.077 -0.831 0.21
H -1.863 2.593 0.903 0.29
```